Entry from OMol25: a single Cl2O2S2 molecule in a non-equilibrium geometry (ωB97M-V/def2-TZVPD).

Atoms and positions in Å:
O1 0.70676 -1.87624 -0.69957
S1 1.06498 -0.47547 -0.51521
Cl1 1.53947 -0.28634 1.42662
S2 -1.10470 0.50432 -0.69118
O2 -0.90602 1.91489 -0.84077
Cl2 -1.30048 0.21885 1.32010

Cartesian forces, eV/Å:
0.037 0.010 -0.263
-0.232 -0.465 -0.781
0.622 0.292 0.329
0.942 -0.810 1.276
0.004 1.143 -0.749
-1.373 -0.171 0.188

Computed properties:
Relative energy (zero: lowest compared OMol25 entry of this formula, charge and spin) in kJ/mol: 31.5
Molar mass in g mol⁻¹: 167.04
SMILES: O=S(Cl)#S(=O)Cl
Electronic energy in hartree: -1867.180192
Total charge: 0
Strongest force on any atom in Eh/bohr: 0.03463
Gap between HOMO and LUMO in eV: 8.22
E_LUMO in eV: -1.30